Record 1
C5H8N2 | ωB97M-V with the def2-TZVPD basis set

Structure (XYZ):
```
15
Properties=species:S:1:pos:R:3:forces:R:3:lowdin_charge:R:1
C -1.622408 1.331186 0.439722 0.0 0.1 0.0 -0.04
C -0.574358 0.295501 0.181626 0.0 -0.2 0.0 -0.38
C 0.461874 -0.188705 1.015062 0.0 0.1 0.1 -0.14
C 1.844360 -0.592442 0.632646 -0.2 0.2 -0.4 -0.15
N 2.203645 -0.098916 -0.540977 0.1 -0.1 0.0 0.02
C -0.180359 -1.859208 -0.100436 -0.1 0.1 -0.3 0.05
N -0.757276 -0.754670 -0.663457 0.0 0.1 0.1 -0.06
H -2.434187 0.944499 1.073656 0.1 0.0 -0.1 0.08
H -1.190784 2.205069 0.935053 -0.1 -0.1 -0.1 0.08
H -2.077188 1.665811 -0.500702 0.1 0.0 0.1 0.08
H 0.399112 0.033817 2.086510 0.0 -0.1 -0.2 0.10
H 1.606529 0.486568 -1.132297 0.1 -0.1 0.2 0.10
H 3.116222 -0.320998 -0.911192 -0.1 0.0 0.1 0.09
H 0.323589 -2.448576 -0.903719 0.0 0.1 0.2 0.03
H -1.118771 -0.698935 -1.611495 0.0 0.0 0.1 0.15
```
Forces are in eV/Å.

The calculation puts the HOMO-LUMO gap at 8.259 eV. Its multiplicity is 1. The value obtained for the energy relative to the best compared isomer or geometry (same formula, charge and spin) is 6.316 eV. The molar mass comes out at 96.1 g/mol. As for the HOMO energy: -7.517 eV.



Record 2
C4H13N8 | ωB97M-V with the def2-TZVPD basis set

Structure (XYZ):
```
25
Properties=species:S:1:pos:R:3:forces:R:3:lowdin_charge:R:1
C -0.940411 0.652559 -0.287817 3.1 2.2 0.4 -0.33
C -0.231740 -0.181543 -2.468253 1.6 2.5 1.0 -0.01
C 1.082401 0.628389 0.947548 -2.1 -3.3 2.8 -0.40
C -0.675654 -0.589856 -3.794073 1.7 -2.7 -0.4 -0.02
N -3.099147 0.501778 0.229457 0.9 -0.8 -3.5 0.14
N -1.930758 0.906238 0.511850 -0.8 -0.1 1.5 0.03
N -1.069487 -0.061411 -1.469713 0.5 0.1 0.1 0.17
N 0.941319 -0.776394 0.770018 0.9 1.0 -2.1 -0.05
N 0.318354 1.290254 -0.053111 -0.2 -0.8 -0.4 0.08
N 1.809865 -1.495467 1.463522 0.0 -3.1 -0.6 0.00
N 1.229576 0.077710 3.299963 -0.8 -1.5 0.0 0.00
N 0.412718 0.678967 2.367214 0.7 3.8 -3.2 -0.06
H 0.831120 0.355062 -2.308821 -2.5 -1.6 0.0 0.20
H 2.048990 1.040982 1.025597 1.4 0.5 0.1 0.13
H -1.690082 -0.363939 -3.958760 -1.2 0.3 -0.4 0.08
H -0.533426 -1.707256 -3.924079 -0.5 0.7 0.6 0.14
H 0.009229 -0.353914 -4.609883 -0.2 1.0 0.3 0.10
H -3.731604 0.458938 0.968822 -0.9 0.4 2.1 0.06
H -2.025541 -0.366205 -1.408440 -1.1 -0.8 -1.2 0.15
H 0.342792 2.234706 0.278415 -1.2 0.9 -0.3 0.13
H 2.762409 -1.301442 1.711784 0.3 1.3 -0.1 0.09
H 1.806335 -2.439643 1.077704 -0.2 0.1 0.5 0.10
H 2.169738 0.428592 3.322967 -0.2 0.7 0.4 0.09
H 0.687691 0.049617 4.125880 0.4 0.1 1.4 0.09
H -0.524689 0.333279 2.182210 0.4 -0.8 1.0 0.08
```
Forces are in eV/Å.

The calculation puts the HOMO-LUMO gap (alpha / beta) at 4.517 / 4.721 eV. The net charge is +1. Its multiplicity is 3. The molar mass comes out at 173.2 g/mol. As for the HOMO energy (alpha / beta): -9.474 / -10.524 eV. Its expectation value of S² is 2.0443.



Record 3
C6H9NO | ωB97M-V with the def2-TZVPD basis set

Structure (XYZ):
```
17
Properties=species:S:1:pos:R:3:forces:R:3:lowdin_charge:R:1
C 0.197319 1.927343 0.245637 -0.1 0.0 0.0 -0.05
C 0.953812 -0.497221 -0.065472 -0.3 -0.7 0.1 -0.31
C -0.146355 0.483204 -0.030610 0.1 0.0 0.0 -0.23
N 2.192558 -0.034681 -0.545869 0.2 0.3 -0.3 0.07
C 0.796526 -1.788372 0.268006 0.0 0.3 0.1 -0.14
C -2.640256 -0.138625 -0.443306 -0.3 -0.1 0.1 0.02
O -0.355156 -2.401986 0.659937 0.0 0.1 0.0 0.00
C -1.394974 0.144181 -0.220029 0.2 0.2 0.0 -0.08
H -1.076802 -1.757648 0.619457 0.0 -0.2 0.0 0.06
H 2.441934 0.885082 -0.211328 0.1 -0.1 0.1 0.07
H 2.939207 -0.695205 -0.386088 0.0 0.1 0.0 0.08
H 1.631816 -2.475643 0.262982 0.0 0.0 0.0 0.12
H -0.706812 2.489902 0.462138 0.0 0.1 0.0 0.08
H 0.870774 2.005947 1.100351 0.0 0.0 0.0 0.08
H 0.677273 2.372706 -0.628094 0.1 0.0 0.0 0.08
H -3.316906 -0.445112 0.339961 0.0 -0.1 0.2 0.07
H -3.063958 -0.073874 -1.427673 -0.1 0.0 -0.4 0.06
```
Forces are in eV/Å.

The calculation puts the HOMO-LUMO gap at 8.324 eV. Its multiplicity is 1. The value obtained for the energy relative to the best compared isomer or geometry (same formula, charge and spin) is 2.358 eV. The molar mass comes out at 111.1 g/mol. As for the HOMO energy: -7.417 eV.